1.
Formula: C37H97N9O32
Source: OMol25
Level of theory: wB97M-V/def2-TZVPD

Properties
- Relative energy (zero: lowest compared OMol25 entry of this formula, charge and spin): 0.0 kcal per mole
- Max |F|: 3.57 eV/A
- Net charge: 0

Structure (XYZ):
```
175
Properties=species:S:1:pos:R:3:forces:R:3:lowdin_charge:R:1
C 2.1979 -2.5914 20.3686 -1.03 -1.80 1.13 -0.160
O 2.7267 -1.4655 19.8167 0.92 1.36 -0.27 -0.158
C 3.7746 -0.8583 20.5907 -0.78 0.82 -0.05 -0.151
C 3.3406 -0.2334 21.9670 -0.46 0.39 -0.90 -0.192
O 2.2640 0.6738 21.8288 -0.50 0.13 -0.68 -0.194
C 1.9031 1.4645 22.9731 0.30 -0.72 -0.95 -0.074
H 1.7821 -2.4212 21.3617 0.31 0.00 0.42 0.082
H 2.8829 -3.4390 20.3891 0.52 0.01 0.34 0.079
H 1.3377 -3.0185 19.8530 -0.06 0.67 -0.79 0.089
H 4.1775 -0.1250 19.8922 -0.14 0.42 0.28 0.120
H 4.6160 -1.5267 20.7733 -0.13 -0.51 0.23 0.085
H 4.1360 0.3965 22.3653 0.75 -0.67 0.22 0.108
H 3.0413 -1.0576 22.6145 0.26 -0.01 0.44 0.090
H 1.5101 0.8060 23.7477 -0.15 0.11 0.26 0.083
H 1.1359 2.1353 22.5865 -0.07 -0.07 0.29 0.091
H 2.7343 2.0592 23.3520 0.16 -0.09 0.02 0.064
C 6.6315 5.9845 21.5251 0.28 -1.00 -0.07 -0.098
O 5.9436 4.8251 22.1117 0.17 1.29 0.23 -0.192
C 6.3309 4.6279 23.5075 0.58 -0.90 -1.10 -0.168
C 5.8973 3.2387 24.0837 -1.26 1.26 -1.87 -0.168
O 4.4527 3.2407 24.2585 1.34 0.24 1.38 -0.217
C 4.0881 3.9085 25.4830 -1.11 0.03 -0.76 -0.099
H 7.6421 5.7292 21.2064 0.22 -0.62 -0.01 0.070
H 6.8386 6.8618 22.1378 -0.81 -0.11 0.72 0.080
H 6.1453 6.3252 20.6110 -0.53 -0.30 0.27 0.081
H 5.9304 5.4442 24.1087 0.20 0.03 0.09 0.112
H 7.4171 4.6284 23.4162 0.26 0.19 0.91 0.098
H 6.4934 2.9393 24.9457 -0.26 0.37 0.50 0.114
H 6.0888 2.4729 23.3319 0.00 0.02 -0.21 0.106
H 4.3934 3.3602 26.3741 0.32 0.09 -0.02 0.083
H 3.0012 3.9858 25.5124 -0.08 -0.58 -0.12 0.077
H 4.3379 4.9694 25.5006 0.85 -0.04 0.05 0.079
C 9.6509 -3.8678 29.9182 1.74 0.19 -2.08 -0.042
O 10.1811 -3.5807 28.5875 0.08 0.34 -0.65 -0.210
C 10.5943 -2.2273 28.3139 -1.17 0.23 1.80 -0.176
C 11.6473 -1.7362 29.2814 0.23 0.81 -0.64 -0.239
O 12.7413 -2.6065 29.2582 0.81 -1.28 1.31 -0.183
C 13.3091 -2.9358 30.5480 0.34 1.21 -0.40 -0.069
H 8.7725 -3.2451 30.0878 -0.07 -0.24 0.45 0.071
H 10.4800 -3.7377 30.6137 -0.41 0.34 0.49 0.071
H 9.5072 -4.9450 29.8329 -0.71 0.15 0.35 0.096
H 9.7436 -1.5692 28.4905 -0.36 0.23 -0.06 0.101
H 10.8491 -1.9906 27.2809 0.16 -1.06 -0.15 0.100
H 11.2201 -1.4652 30.2469 0.10 -0.81 0.49 0.130
H 11.9862 -0.7568 28.9439 0.00 0.34 -0.33 0.116
H 12.5651 -3.1849 31.3047 -0.16 -0.26 -0.20 0.077
H 13.8583 -2.0705 30.9190 -0.15 0.39 0.18 0.084
H 14.1027 -3.6809 30.4925 -0.55 -0.41 -0.56 0.088
C 4.3990 0.0359 25.8275 -1.12 1.63 -0.45 -0.118
O 5.2688 -1.0235 25.8682 0.55 -1.40 -0.38 -0.190
C 6.0224 -1.1788 24.6617 0.50 0.92 0.91 -0.176
C 7.2846 -2.0203 24.9622 -0.83 0.46 -1.94 -0.160
O 8.3707 -1.4061 25.6405 -0.32 0.49 0.81 -0.190
C 8.8643 -0.2161 25.0385 -0.19 0.19 -0.25 -0.082
H 4.9306 0.9552 25.5816 0.26 0.47 0.66 0.079
H 3.7777 0.1044 26.7205 0.65 0.06 0.40 0.071
H 3.6364 0.0889 25.0505 -0.10 -1.02 -0.64 0.083
H 6.3078 -0.1936 24.2930 0.31 0.40 0.24 0.088
H 5.3948 -1.4843 23.8245 0.00 -1.01 0.13 0.111
H 7.6767 -2.2830 23.9797 -0.10 -0.46 -0.28 0.117
H 6.9276 -2.9262 25.4520 0.61 0.00 0.44 0.111
H 8.1379 0.5936 24.9701 -0.39 -0.05 0.25 0.080
H 9.1870 -0.3777 24.0100 0.14 -0.39 -0.23 0.074
H 9.7002 0.1973 25.6029 0.02 -0.47 0.25 0.071
C 8.0677 -7.3304 25.7497 -0.90 0.40 -1.99 -0.048
O 7.7971 -6.3489 24.6624 1.11 0.50 3.36 -0.234
C 7.4722 -6.9176 23.4435 -0.17 -0.41 0.60 -0.232
C 7.6003 -5.9021 22.3295 0.54 -0.91 -0.26 -0.215
O 6.7481 -4.8085 22.4892 -0.52 0.59 -0.96 -0.166
C 6.7106 -3.9833 21.3076 0.47 0.63 0.06 -0.070
H 7.1779 -7.9347 25.9263 -0.32 -0.03 -0.10 0.079
H 8.3013 -6.8665 26.7080 0.31 0.44 -0.49 0.071
H 8.8311 -8.0176 25.3849 0.35 0.15 0.29 0.082
H 6.4768 -7.3291 23.6105 -0.52 -0.11 -0.89 0.121
H 8.1415 -7.7671 23.3073 0.18 -0.14 -0.72 0.125
H 7.4449 -6.4568 21.4042 -0.68 -0.04 -0.35 0.126
H 8.6409 -5.6077 22.1932 0.35 0.37 0.53 0.124
H 6.7472 -4.5099 20.3540 -0.41 -0.65 0.18 0.094
H 7.5594 -3.3053 21.2182 0.57 -0.10 0.53 0.064
H 5.8692 -3.2904 21.3060 -0.39 -0.56 0.40 0.064
C 6.1335 -4.6261 28.4964 -1.01 0.37 0.49 -0.063
O 4.8527 -4.9427 29.0750 0.87 -0.83 0.16 -0.196
C 4.9285 -5.5433 30.3835 0.09 0.72 -1.10 -0.171
C 5.8284 -4.8005 31.3167 -0.61 2.20 1.82 -0.188
O 5.4959 -3.3821 31.3879 0.68 -0.77 -1.78 -0.226
C 6.2000 -2.6658 32.3727 -1.08 -0.54 0.92 -0.107
H 5.9026 -4.2428 27.5025 0.21 0.07 0.10 0.073
H 6.8355 -5.4559 28.4140 -0.16 -0.36 0.07 0.088
H 6.5752 -3.8520 29.1239 0.26 0.14 -0.28 0.052
H 5.3623 -6.5432 30.3790 -0.21 -0.43 -0.43 0.126
H 3.8818 -5.5875 30.6843 0.20 0.02 0.37 0.126
H 6.8952 -4.9279 31.1330 0.09 -0.04 -0.32 0.111
H 5.6364 -5.1036 32.3460 0.13 -0.89 0.11 0.128
H 5.9929 -1.6059 32.2249 0.32 -0.07 -0.09 0.088
H 7.2546 -2.8987 32.5201 0.30 0.07 -0.71 0.084
H 5.7364 -2.9773 33.3088 0.03 0.32 0.61 0.085
C 2.4689 -0.4810 32.3884 0.64 -0.51 -0.72 -0.095
O 1.8101 -1.0874 31.2670 0.36 -0.44 0.10 -0.215
C 2.5798 -2.2524 30.8353 -1.27 -0.06 -0.06 -0.167
C 1.6936 -3.1319 29.8649 1.92 1.77 0.32 -0.122
O 1.6057 -2.4945 28.5736 -1.96 -0.29 1.08 -0.202
C 2.6844 -2.6976 27.7079 0.61 0.30 0.74 -0.109
H 2.0936 0.5141 32.6270 -0.22 -0.17 -0.38 0.093
H 3.5242 -0.4382 32.1189 0.29 0.55 0.11 0.072
H 2.4583 -1.0962 33.2881 -0.48 -0.27 0.10 0.082
H 2.7952 -2.7997 31.7530 0.22 -0.43 -0.09 0.111
H 3.5228 -1.9458 30.3826 0.06 0.08 -0.05 0.104
H 0.7749 -3.1958 30.4480 -0.60 0.02 -1.00 0.125
H 2.1202 -4.1218 29.7031 0.14 -0.13 0.33 0.105
H 3.5044 -2.0750 28.0656 0.53 0.08 -0.18 0.070
H 2.4266 -2.3514 26.7070 -0.15 -0.33 0.04 0.086
H 3.0346 -3.7285 27.7592 -0.04 -0.19 -0.39 0.074
C 7.7528 1.1274 20.3409 -1.33 0.50 0.44 0.067
N 7.7638 -0.1126 21.2223 -1.17 1.34 0.01 -0.384
O 8.7813 -0.7456 21.3124 0.45 -0.23 -0.10 0.055
O 6.7340 -0.3413 21.8454 0.62 -0.13 -0.39 0.047
H 8.4831 1.8406 20.7232 0.58 -0.58 -0.54 0.076
H 6.8146 1.6585 20.5013 -0.22 -0.40 0.45 0.091
H 7.6765 0.8791 19.2823 1.02 -0.29 0.17 0.104
C 10.2309 -4.5279 25.7020 -0.07 0.26 -0.02 0.044
N 10.7269 -5.0864 24.4041 1.99 1.30 -0.58 -0.369
O 10.8161 -6.2916 24.2182 -0.46 1.50 0.05 0.076
O 11.2084 -4.1880 23.6590 -1.18 -2.24 0.69 0.018
H 9.1538 -4.3781 25.6288 0.01 -0.56 0.12 0.091
H 10.6543 -3.5274 25.7911 0.10 -0.32 -0.13 0.073
H 10.5831 -5.1599 26.5173 -0.43 -0.05 -0.19 0.102
C 11.4732 -1.9910 21.7417 0.15 0.52 0.67 -0.018
N 11.4131 -2.8826 20.5957 -0.47 -0.31 -1.43 -0.431
O 12.4375 -3.0502 19.9390 -0.86 -0.19 0.72 0.059
O 10.2902 -3.2501 20.2722 0.83 -0.35 -0.01 0.052
H 10.5246 -2.0162 22.2780 0.30 -0.15 -0.15 0.071
H 11.5887 -1.0331 21.2345 0.20 0.22 0.46 0.103
H 12.3171 -2.2524 22.3802 -0.09 0.16 -0.25 0.087
C 1.3390 0.4804 28.4544 0.32 0.37 0.70 0.052
N 1.4769 1.9421 28.1629 -0.26 2.34 -1.23 -0.386
O 1.1454 2.8117 28.9920 0.59 -2.24 -1.04 0.046
O 1.8796 2.2519 27.0235 -0.44 -0.80 1.75 0.023
H 0.2835 0.2614 28.6159 0.12 0.06 -0.22 0.116
H 1.8497 0.3169 29.4033 -0.08 -0.11 -0.04 0.087
H 1.7996 -0.1026 27.6568 -0.34 0.37 0.08 0.069
C 13.7308 -1.0849 26.4950 0.44 -0.33 0.77 0.050
N 12.7254 -0.3886 25.7085 0.13 0.27 -1.52 -0.424
O 12.5209 -0.7627 24.5510 0.00 0.23 1.05 0.045
O 12.1731 0.5394 26.2509 -0.59 0.24 -0.14 0.067
H 13.2397 -2.0078 26.8037 0.38 -0.13 0.10 0.098
H 13.9274 -0.4457 27.3558 0.02 -0.30 -0.07 0.107
H 14.6397 -1.2628 25.9204 -0.35 -0.08 -0.13 0.113
C 10.1549 3.1197 28.0338 0.21 0.48 -0.61 0.040
N 11.1533 3.7150 28.9509 1.35 -1.08 1.80 -0.461
O 11.6571 4.7723 28.7336 -0.11 2.06 -1.86 0.072
O 11.4876 3.1277 29.9649 -0.89 -1.55 0.20 0.038
H 10.2738 3.6923 27.1140 -0.61 0.12 0.21 0.080
H 9.2094 3.2206 28.5668 -0.02 -0.09 -0.44 0.101
H 10.3682 2.0830 27.7733 0.17 0.07 0.67 0.074
C 4.3329 -4.8877 25.0039 -1.51 0.00 -0.74 0.073
N 3.4958 -4.1449 23.9558 -0.40 1.34 -1.22 -0.346
O 3.0683 -2.9787 24.2230 1.11 -3.31 -0.63 0.014
O 3.3362 -4.7318 22.8662 0.07 1.42 2.50 0.052
H 3.6030 -5.3747 25.6505 -0.11 0.29 0.21 0.098
H 4.9060 -4.1510 25.5668 0.17 -0.30 -0.40 0.071
H 4.7883 -5.7039 24.4431 0.69 0.59 0.18 0.082
C 6.8042 -1.0010 28.5177 0.42 0.56 -1.11 0.056
N 7.2586 0.3409 29.0023 1.03 0.73 1.98 -0.371
O 6.5954 0.8750 29.9016 0.83 -0.60 -1.64 0.058
O 8.3622 0.7800 28.6063 -2.25 -0.90 0.36 0.025
H 7.1603 -1.0127 27.4876 -0.27 -0.28 0.02 0.073
H 5.7191 -1.0839 28.5798 0.29 0.08 0.19 0.093
H 7.3424 -1.7873 29.0470 -0.12 0.33 0.35 0.076
C 11.2652 1.7856 22.9941 1.75 -0.58 0.49 0.034
N 10.1790 2.5127 23.6211 -0.63 0.76 -0.06 -0.425
O 10.3394 3.0167 24.7227 -0.09 -0.57 -0.69 0.072
O 9.1709 2.6103 22.9510 -0.74 0.07 0.15 0.054
H 11.2823 1.8340 21.9053 -0.35 0.45 0.27 0.109
H 11.2254 0.7342 23.2790 -0.24 0.08 0.21 0.065
H 12.1456 2.2102 23.4766 0.23 -0.22 -0.42 0.109
```
Positions in Å, forces in eV/Å.

2.
Formula: C9H32N6O7
Source: OMol25
Level of theory: wB97M-V/def2-TZVPD

Properties
- Relative energy (zero: lowest compared OMol25 entry of this formula, charge and spin): 0.0 kcal per mole
- Max |F|: 1.65 eV/A
- Net charge: 0

Structure (XYZ):
```
54
Properties=species:S:1:pos:R:3:forces:R:3:lowdin_charge:R:1
O -19.9492 5.8450 -18.1469 -0.15 0.13 -0.18 -0.071
H -20.1857 5.3949 -17.3281 0.26 -0.11 0.06 -0.003
H -20.3136 5.3010 -18.8501 -0.04 0.00 0.02 0.029
O -18.8466 4.9565 -15.6478 -0.26 0.34 0.05 -0.058
H -18.3255 4.3363 -15.1285 -0.27 -0.23 0.12 -0.010
H -18.5443 5.8224 -15.3576 0.17 0.01 -0.14 0.039
C -15.0652 8.3295 -17.3365 0.15 -0.21 -0.49 -0.688
O -15.0149 8.9381 -16.2826 -0.30 -0.22 0.35 0.018
N -14.3422 8.7459 -18.4320 -0.27 0.34 0.14 0.132
N -15.8207 7.2284 -17.5916 -0.02 -0.03 0.41 0.170
H -13.8251 9.5829 -18.2336 0.38 -0.11 -0.29 0.096
H -14.0059 8.0623 -19.0836 0.19 0.18 -0.10 0.087
H -15.8820 6.8455 -18.5155 -0.08 -0.01 0.03 0.098
H -16.2225 6.7260 -16.8183 -0.04 -0.11 0.03 0.073
C -22.7045 3.4835 -14.1075 0.76 -0.26 -0.05 -0.695
O -22.3173 2.3313 -14.0798 -0.63 -0.57 0.03 0.029
N -23.9447 3.8724 -13.7186 -0.83 0.27 0.49 0.150
N -21.8715 4.4555 -14.5925 -0.52 -0.06 -0.37 0.159
H -24.5685 3.2007 -13.3114 0.24 -0.22 0.00 0.099
H -24.2743 4.8198 -13.7089 0.28 0.08 -0.24 0.091
H -21.0518 4.0368 -15.0035 0.53 0.50 0.39 0.071
H -21.8564 5.3622 -14.1697 0.19 0.14 -0.24 0.063
C -18.6766 2.3085 -12.9852 0.49 -0.01 -0.50 -0.656
O -19.0639 2.5381 -14.1137 -0.15 0.11 -0.09 0.031
N -18.3023 1.0507 -12.5808 -0.05 0.29 0.26 0.154
N -18.4108 3.2929 -12.0760 0.18 0.51 1.04 0.166
H -18.7244 0.2860 -13.0754 0.02 -0.05 0.00 0.107
H -18.0532 0.9325 -11.6152 -0.13 -0.34 -0.01 0.088
H -18.7404 4.2349 -12.1908 -0.17 -0.15 -0.68 0.070
H -18.2516 3.0901 -11.1028 0.02 -0.33 -0.11 0.095
C -20.0710 6.7724 -12.1225 -0.37 -0.06 0.29 -0.049
C -20.5243 7.7639 -11.0304 1.47 -0.47 -0.58 -0.474
C -21.6620 7.2346 -10.2053 -0.90 0.60 -0.46 -0.057
O -19.4180 7.9063 -10.1101 -0.23 0.35 -0.28 -0.065
H -19.3951 7.1884 -12.8710 0.23 0.22 0.31 0.081
H -20.9036 6.3779 -12.7045 -0.11 -0.13 0.26 0.053
H -19.5746 5.9795 -11.5614 -0.03 -0.22 -0.31 0.065
H -20.6677 8.7168 -11.5485 -0.65 0.15 0.46 0.136
H -21.9948 7.9725 -9.4753 0.30 -0.09 0.23 0.082
H -21.3875 6.3022 -9.7186 0.07 0.00 0.06 0.088
H -22.5448 7.0719 -10.8317 0.14 -0.23 -0.06 0.080
H -18.7333 8.3898 -10.5841 0.13 -0.03 0.17 0.086
C -15.7173 3.5281 -15.6621 0.35 -0.41 -0.72 -0.048
C -15.1699 4.5533 -14.6850 0.32 -0.83 -0.06 -0.480
C -13.6841 4.8282 -14.8793 0.15 -0.22 -0.30 -0.046
O -15.9312 5.7365 -14.8855 -0.64 0.08 -0.02 -0.071
H -15.2355 2.5466 -15.6207 0.26 0.17 0.53 0.089
H -15.5220 3.8390 -16.6928 -0.34 0.29 0.03 0.086
H -16.7727 3.3148 -15.5210 -0.06 0.19 -0.04 0.053
H -15.3204 4.0955 -13.6987 -0.16 0.60 0.27 0.130
H -13.0418 4.1253 -14.3464 -0.18 0.02 0.23 0.079
H -13.4567 5.8423 -14.5509 0.19 -0.02 0.01 0.079
H -13.3978 4.7142 -15.9283 -0.14 0.33 -0.05 0.079
H -15.5797 6.5052 -14.4246 0.30 -0.16 0.10 0.094
```
Positions in Å, forces in eV/Å.